Record 1
DFT (ωB97M-V with the def2-TZVPD basis set) results for a cluster of 2 separate species, C5H10O2 in total at a distorted geometry.

* total energy: -9439.797 eV
* charge: 0
* Kohn-Sham gap: 10.0 eV
* E_HOMO: -9.43 eV
* LUMO: 0.6091 eV
* spin multiplicity: 1
* max |F|: 0.061 Eh/bohr
* structure (SMILES): C=CC(O)C=C.O

CARTESIAN COORDINATES (ANGSTROEM)
O  0.15353  -1.29500  0.07694
O  2.62130  -0.89275  -0.04588
C  0.12500  1.06285  -0.48094
C  -0.36222  -0.02802  0.44612
C  -1.88472  0.04549  0.44154
C  1.01952  1.87852  0.02648
C  -2.75285  -0.43622  -0.42629
H  -2.25641  0.71710  1.22107
H  -2.52501  -1.17034  -1.09984
H  -0.15581  1.03261  -1.51886
H  2.95846  -1.63243  -0.55053
H  -0.15116  0.21424  1.47652
H  1.25249  1.66409  1.06838
H  1.04568  -1.11998  0.35550
H  -3.79660  -0.00707  -0.44091
H  3.02084  -0.06247  -0.38388
H  1.54053  2.73049  -0.41738

Atom charges from the natural (NBO) analysis, given in e for atoms 1 to 5:
1 O -0.72
2 O -0.95
3 C -0.17
4 C 0.01
5 C -0.17

Record 2
DFT (ωB97M-V with the def2-TZVPD basis set) results for a cluster of 2 separate species, C9H21NP in total at a distorted geometry.

* total energy: -20443.682 eV
* charge: +1
* Kohn-Sham gap: 9.2 eV
* E_HOMO: -13.59 eV
* LUMO: -4.3868 eV
* spin multiplicity: 1
* max |F|: 0.072 Eh/bohr

CARTESIAN COORDINATES (ANGSTROEM)
P  1.26267  1.55057  -2.80204
N  2.40589  -0.90627  -0.50487
C  1.27245  -0.44507  -0.01918
C  -0.21363  0.86262  1.16504
C  -0.08336  -2.26689  -0.84034
C  1.26214  0.61334  1.02859
C  -2.38409  0.37059  -0.05665
C  -3.32425  0.41327  1.10553
C  -0.07746  -0.74234  -0.64203
C  -1.00019  -0.12595  0.43619
C  2.19698  0.37145  2.16619
H  -3.67007  -0.52331  1.65064
H  1.21524  2.21652  -4.02147
H  -2.08917  1.27312  -0.50806
H  -0.52714  1.86024  0.63945
H  -0.03907  1.64932  -2.88681
H  1.26939  0.14675  -3.24760
H  1.90382  1.00189  2.93615
H  2.45473  -1.57901  -1.19539
H  3.23414  0.65356  1.95077
H  -1.12496  -2.54200  -1.04852
H  3.24066  -0.83182  -0.03277
H  -2.61996  1.03447  1.76974
H  0.15764  -2.79112  0.06828
H  -2.67440  -0.26035  -0.91710
H  -4.26276  0.87095  0.75816
H  1.67105  1.49231  0.56546
H  2.19792  -0.69813  2.39445
H  -0.64064  0.76255  2.18423
H  -0.20940  -0.08707  -1.58003
H  -1.33983  -0.83548  1.20064
H  0.53567  -2.50871  -1.71664

Atom charges from the natural (NBO) analysis, given in e for atoms 1 to 5:
1 P 0.00
2 N -0.64
3 C 0.62
4 C -0.41
5 C -0.62

Record 3
DFT (ωB97M-V with the def2-TZVPD basis set) results for a structure of composition C8H5Br2Cl at a distorted geometry.

* total energy: -160977.198 eV
* charge: 0
* Kohn-Sham gap (spin up / spin down): 6.5 / 6.4 eV
* E_HOMO (spin up / spin down): -7.91 / -7.86 eV
* LUMO (spin up / spin down): -1.4571 / -1.4366 eV
* spin multiplicity: 1
* max |F|: 0.081 Eh/bohr

CARTESIAN COORDINATES (ANGSTROEM)
Br  -3.18548  -0.38917  0.79137
Br  -1.30535  -2.52793  2.05027
Cl  -2.20555  2.71700  -0.34472
C  0.45244  1.34321  0.00269
C  1.98518  -0.47269  -0.10435
C  -1.87776  1.04827  -0.64099
C  -0.57910  0.59170  -0.51928
C  -0.23435  -0.70233  -0.95016
C  -1.86254  -0.71628  1.94795
C  1.69661  0.84088  0.30652
C  1.04471  -1.23175  -0.80028
H  1.22705  -2.17593  -1.32790
H  2.34822  1.49118  0.72973
H  -0.94054  -1.31749  -1.34989
H  3.00057  -0.84992  -0.00068
H  0.43589  2.35126  0.20971

Atom charges from the natural (NBO) analysis, given in e for atoms 1 to 5:
1 Br 0.37
2 Br 0.06
3 Cl 0.02
4 C -0.09
5 C -0.13

Record 4
DFT (ωB97M-V with the def2-TZVPD basis set) results for the molecule C2H6N2OS at a distorted geometry.

* total energy: -18033.140 eV
* charge: 0
* Kohn-Sham gap: 9.5 eV
* E_HOMO: -8.83 eV
* LUMO: 0.6623 eV
* spin multiplicity: 1
* max |F|: 0.063 Eh/bohr
* structure (SMILES): NSCC(N)=O

CARTESIAN COORDINATES (ANGSTROEM)
S  -1.50929  0.54175  0.44508
O  2.31272  0.31064  -0.60570
N  -1.62940  -0.61990  -0.82277
N  0.92474  -0.93147  0.73327
C  1.31897  0.16964  0.07522
C  0.10625  1.34877  0.07199
H  -0.07962  -0.84879  1.01467
H  1.57600  -1.58537  1.31874
H  -0.02145  1.59814  -0.99834
H  -1.04879  -1.47953  -0.72258
H  -2.52663  -0.71080  -1.29185
H  0.57650  2.20692  0.78227

Atom charges from the natural (NBO) analysis, given in e for atoms 1 to 5:
1 S 0.38
2 O -0.59
3 N -1.03
4 N -0.88
5 C 0.68

Record 5
DFT (ωB97M-V with the def2-TZVPD basis set) results for a structure of composition C21H21N3O2RuSbSe.

* total energy: -105117.400 eV
* charge: +3
* Kohn-Sham gap (spin up / spin down): 5.9 / 5.9 eV
* E_HOMO (spin up / spin down): -18.06 / -18.06 eV
* LUMO (spin up / spin down): -12.1451 / -12.1506 eV
* spin multiplicity: 1
* max |F|: 0.014 Eh/bohr

CARTESIAN COORDINATES (ANGSTROEM)
Sb  2.66640  -1.32140  -1.87517
Ru  0.63689  -0.96173  -0.43271
Se  -0.72038  -2.17291  -1.80398
O  -0.48040  5.50452  2.07357
O  -0.71429  4.86257  4.12055
N  0.09270  0.98906  -0.36634
N  0.71917  -0.66579  1.59489
N  -0.50264  4.67270  2.95325
C  -5.20699  -1.13974  -1.84679
C  -0.24166  3.25633  2.54882
C  -0.53639  3.67326  0.03700
C  0.96093  -1.55526  2.56121
C  -2.48638  -1.62126  -1.74278
C  4.19331  -0.16125  -0.99740
C  3.36438  -2.20572  -3.66471
C  -4.32090  -0.08016  -1.62729
C  0.90959  -1.22445  3.91375
C  0.38587  0.60733  1.95132
C  -3.38935  -2.68584  -1.98542
C  -0.15645  1.79101  -1.39829
C  -4.74830  -2.43772  -2.01979
C  -0.47876  3.13432  -1.22701
C  0.33421  1.02472  3.28105
C  0.06957  1.51628  0.89411
C  0.00897  2.38932  3.55591
C  0.60894  0.06824  4.27969
C  -0.23737  2.86107  1.15721
C  2.27487  -2.94026  -0.53714
C  -2.96639  -0.31381  -1.57421
H  0.57757  0.35600  5.32358
H  -0.68256  3.74309  -2.09661
H  -0.10092  1.34377  -2.38293
H  1.20658  -2.56086  2.24543
H  3.03213  -3.01698  0.23966
H  -0.79055  4.71202  0.18063
H  2.18576  -3.86877  -1.09940
H  -0.02366  2.75020  4.57595
H  -6.26993  -0.94018  -1.89371
H  1.28522  -2.87663  0.00209
H  5.15251  -0.62837  -1.22255
H  -2.27452  0.49767  -1.41243
H  -3.00982  -3.68801  -2.14454
H  4.26464  -2.71651  -3.31824
H  2.62895  -2.91247  -4.04081
H  1.11296  -1.98610  4.65295
H  3.60505  -1.45498  -4.41235
H  4.03608  -0.14683  0.08024
H  4.18616  0.85183  -1.39404
H  -4.71226  0.92079  -1.50912
H  -5.44853  -3.24214  -2.19707

Atom charges from the natural (NBO) analysis, given in e for atoms 1 to 5:
1 Sb 1.53
2 Ru 0.24
3 Se 0.72
4 O -0.35
5 O -0.29

Record 6
DFT (ωB97M-V with the def2-TZVPD basis set) results for the molecule C3H6N2O2.

* total energy: -10282.942 eV
* charge: 0
* Kohn-Sham gap: 10.9 eV
* E_HOMO: -10.00 eV
* LUMO: 0.9405 eV
* spin multiplicity: 1
* max |F|: 0.008 Eh/bohr
* structure (SMILES): [H]/N=C/OCC(N)=O

CARTESIAN COORDINATES (ANGSTROEM)
O  -1.52477  -0.04125  -0.27842
O  0.54284  -0.72719  1.72857
N  0.14657  -0.77811  -1.68222
N  1.53923  0.90291  0.49063
C  0.46262  0.27162  1.04010
C  -0.90299  0.83617  0.66229
C  -0.80543  -1.01777  -0.88895
H  -1.54497  0.83003  1.54719
H  2.35650  0.31229  0.41713
H  -1.17865  -2.00952  -0.61827
H  1.36914  1.47154  -0.32600
H  0.49845  -1.66020  -2.05526
H  -0.85313  1.85858  0.26938

Atom charges from the natural (NBO) analysis, given in e for atoms 1 to 5:
1 O -0.53
2 O -0.60
3 N -0.68
4 N -0.80
5 C 0.64

Record 7
DFT (ωB97M-V with the def2-TZVPD basis set) results for a structure of composition C32H32BrNO3S3SbTeTi at a distorted geometry.

* total energy: -180827.308 eV
* charge: +1
* Kohn-Sham gap: 7.2 eV
* E_HOMO: -10.47 eV
* LUMO: -3.2278 eV
* spin multiplicity: 1
* max |F|: 0.039 Eh/bohr

CARTESIAN COORDINATES (ANGSTROEM)
Te  -0.53233  1.65313  1.70074
Sb  -1.95731  3.56911  0.50170
Br  -3.62272  -4.15646  -2.61933
Ti  -0.72113  0.14307  -0.63498
S  -2.21464  1.41795  -1.49868
S  1.84173  -1.46154  0.67521
S  1.75095  0.98489  -1.02498
O  -0.27626  -0.81972  -2.48126
O  -1.43910  -3.13383  -0.79466
O  -1.51626  -1.17264  0.30098
N  3.56241  0.39173  0.85420
C  -4.93505  3.57622  -0.15089
C  -1.25640  7.31086  3.60462
C  -0.42548  5.31431  2.54267
C  -5.59658  -0.90700  0.10435
C  -1.12897  -0.70797  -3.69140
C  -0.70096  5.80922  -1.03056
C  -5.69342  -2.60050  -1.59900
C  -6.66476  2.80117  1.33188
C  -2.67875  6.06581  2.11807
C  -2.04130  5.48198  -3.44031
C  -2.48194  7.14384  2.97159
C  2.98033  -1.58734  2.08742
C  -6.32546  -1.64895  -0.81369
C  -3.57981  -2.08490  -0.56319
C  -1.58512  4.74521  -1.19893
C  -2.25148  4.57384  -2.41170
C  -0.47702  6.69533  -2.07640
C  -1.65009  5.14598  1.89898
C  -1.15253  6.53650  -3.27659
C  0.77730  -1.82498  -2.71668
C  -4.32931  -2.82325  -1.47609
C  -5.71026  2.46894  2.28608
C  -4.36322  2.68847  2.02644
C  4.10427  -0.57380  1.81430
C  2.48099  0.06198  0.18180
C  -2.10852  -2.22841  -0.40267
C  -0.70357  -1.87269  -4.54926
C  -3.98368  3.24326  0.80724
C  -4.23784  -1.12780  0.21390
C  0.77582  -2.02230  -4.21342
C  -0.23084  6.39918  3.39197
C  -6.27984  3.35595  0.11850
H  0.21915  7.51351  -1.94471
H  -0.89498  -1.67044  -5.60199
H  -0.98595  7.23565  -4.08605
H  4.02780  1.26324  0.64403
H  -6.01247  2.04236  3.23419
H  -3.62180  2.42503  2.77134
H  3.36498  -2.60230  2.12557
H  -0.19070  5.96532  -0.09094
H  -3.28463  7.84983  3.14370
H  -2.91525  3.73714  -2.57591
H  0.72112  6.52967  3.89137
H  0.37904  4.60218  2.39578
H  2.44252  -1.37196  3.00645
H  1.69880  -1.41285  -2.31877
H  -4.64720  4.01080  -1.09881
H  -6.07611  -0.15670  0.71964
H  4.98897  -1.05564  1.40234
H  0.48920  -2.71611  -2.16408
H  -6.25723  -3.18084  -2.31544
H  1.36800  -1.24851  -4.70443
H  -1.24941  -2.77158  -4.25779
H  -0.90373  0.26161  -4.12807
H  -7.39037  -1.48952  -0.92829
H  -7.02577  3.61972  -0.62013
H  4.38440  -0.05646  2.72861
H  -1.10142  8.15074  4.27005
H  -3.64175  5.94779  1.63130
H  -2.16374  -0.72950  -3.37036
H  -7.71456  2.63248  1.53671
H  1.18394  -2.99457  -4.48496
H  -2.56906  5.35760  -4.37691
H  -3.65885  -0.53914  0.91098

Atom charges from the Mulliken analysis, given in e for atoms 1 to 5:
1 Te -0.58
2 Sb 1.80
3 Br -0.15
4 Ti 0.66
5 S -0.74

Record 8
DFT (ωB97M-V with the def2-TZVPD basis set) results for a cluster of 3 separate species, C5H8NO5 in total at a distorted geometry.

* total energy: -17036.721 eV
* expectation value of S²: 0.754
* charge: 0
* Kohn-Sham gap (spin up / spin down): 8.7 / 7.7 eV
* E_HOMO (spin up / spin down): -10.01 / -10.01 eV
* LUMO (spin up / spin down): -1.2620 / -2.3042 eV
* spin multiplicity: 2
* max |F|: 0.070 Eh/bohr

CARTESIAN COORDINATES (ANGSTROEM)
O  -0.32669  -1.92084  2.68851
O  -3.26447  -0.33414  -2.13082
O  -1.45339  -0.59962  -0.07606
O  2.00512  -2.77627  -0.75048
O  -2.60193  1.61678  -1.33144
N  -2.43851  0.51261  -1.83876
C  1.53531  -0.45201  -0.53048
C  -0.68781  0.25924  0.36299
C  0.67712  0.54047  -0.16789
C  1.36707  -1.85957  -0.21804
C  0.98989  1.97897  -0.38156
H  2.06584  2.14916  -0.49518
H  2.46440  -0.17339  -1.02520
H  0.15908  -1.06885  2.60099
H  0.60569  2.53619  0.47649
H  0.47317  2.38904  -1.25938
H  -1.00119  0.98458  1.15433
H  -1.19498  -1.71599  2.31336
H  0.62626  -2.06636  0.60862

Atom charges from the natural (NBO) analysis, given in e for atoms 1 to 5:
1 O -0.92
2 O -0.23
3 O -0.53
4 O -0.50
5 O -0.30